A structure of composition C35H36As2ORhSe. Source: the OMol25 dataset; level of theory: the ωB97M-V functional and the def2-TZVPD basis.

Structure (XYZ):
```
76
Properties=species:S:1:pos:R:3
Rh 0.03376 -0.25241 -0.80279
C 1.07747 2.28605 1.48732
C 1.76985 1.04456 2.02503
As 3.25267 0.14275 1.07106
C 2.60497 -0.07949 -0.80089
C 2.83745 0.82900 -1.85042
C 2.57426 0.47831 -3.15919
C 2.07554 -0.78841 -3.47654
C 1.88100 -1.71905 -2.47540
C 2.16532 -1.37211 -1.14542
C 4.51358 1.62327 0.92710
C 5.74961 1.37343 1.52167
C 6.73848 2.34807 1.54990
C 6.50489 3.58841 0.97905
C 5.27887 3.85253 0.38388
C 4.29079 2.87978 0.36031
As -0.18311 1.96234 0.02765
C -1.85787 2.70326 0.59013
C -2.29836 2.48075 1.89089
C -3.47632 3.06830 2.32272
C -4.21432 3.86277 1.45483
C -3.78089 4.06651 0.15232
C -2.59933 3.48702 -0.28678
C 0.37883 3.10108 -1.42984
C 0.04098 2.76135 -2.73583
C 0.41118 3.59224 -3.78408
C 1.11692 4.76004 -3.53250
C 1.43689 5.11018 -2.22752
C 1.06015 4.28858 -1.17467
H 1.77482 3.03396 1.11984
H 0.50067 2.75730 2.28577
H 1.04614 0.24785 2.19295
H 2.19864 1.26931 3.00496
H 3.24336 1.80782 -1.64854
H 2.76740 1.19279 -3.94889
H 1.87560 -1.04986 -4.50739
H 1.55117 -2.72323 -2.70745
H 2.17118 -2.15023 -0.39072
H 5.94751 0.40560 1.96711
H 7.69143 2.13316 2.01479
H 7.27421 4.34883 0.99678
H 5.09103 4.82058 -0.06313
H 3.34692 3.12313 -0.10816
H -1.73976 1.84576 2.56868
H -3.81914 2.90227 3.33522
H -5.13105 4.32548 1.79550
H -4.35979 4.68012 -0.52479
H -2.26120 3.65149 -1.30186
H -0.50977 1.84943 -2.93457
H 0.14509 3.32647 -4.79901
H 1.40791 5.40483 -4.35102
H 1.96939 6.03045 -2.02689
H 1.29075 4.59750 -0.16269
C -1.79613 -0.55817 -3.96711
C -2.24791 -0.84597 -2.54687
C -2.04844 -2.29875 -2.15728
O -1.62592 0.09249 -1.65427
H -2.05074 0.46112 -4.25974
H -2.27551 -1.24015 -4.67053
H -0.71334 -0.68658 -4.05451
H -3.31419 -0.61241 -2.45555
H -0.99958 -2.59901 -2.21975
H -2.61479 -2.92828 -2.84464
H -2.40249 -2.48945 -1.14450
Se -0.16703 -1.76824 0.92995
C -1.89565 -1.51414 1.72482
C -2.92224 -0.77631 1.14941
C -4.14666 -0.68276 1.80029
C -4.35117 -1.32352 3.01202
C -3.32682 -2.07191 3.57670
C -2.10104 -2.16959 2.93927
H -2.78514 -0.30894 0.18379
H -4.94380 -0.10870 1.34573
H -5.30736 -1.24873 3.51274
H -3.48139 -2.58204 4.51820
H -1.30726 -2.75440 3.38811
```

HOMO	-10.6	eV
calculated total energy	-8413.80569	Eh
total charge	+1
gap between HOMO and LUMO	6.378	eV
ΔE to the lowest compared entry with this formula, charge and spin	121.1	kJ/mol
LUMO	-0.1544	Eh